No. 1
13 unconnected molecules or ions with the total composition H26O13, computed with ωB97M-V/def2-TZVPD.

The relative energy (zero: lowest compared OMol25 entry of this formula, charge and spin) is 47.7 kcal/mol. Its gap between HOMO and LUMO is 9.4 eV. For the largest force on an atom, the calculation gives 0.64 eV/A.

```
39
Properties=species:S:1:pos:R:3:forces:R:3
O -2.17676 2.16808 -1.41325 -0.3 -0.3 0.0
H -1.33748 1.88724 -1.78491 0.3 0.2 -0.2
H -2.37717 2.98986 -1.86605 -0.1 0.1 -0.1
O -1.23738 3.41067 0.92829 -0.1 0.2 0.6
H -1.86048 2.80709 0.51572 0.0 -0.1 -0.3
H -0.73803 3.77652 0.19623 0.2 0.0 0.0
O 2.09468 1.93296 -0.83146 0.2 0.2 -0.2
H 1.51271 1.80342 -1.58596 0.0 -0.1 0.1
H 1.55396 1.73867 -0.06249 0.0 0.0 0.5
O -0.13881 -0.16049 0.34552 -0.5 0.1 -0.1
H -0.94177 0.02930 -0.14559 -0.3 0.3 0.1
H 0.40636 -0.67476 -0.26499 0.5 0.0 0.1
O -0.83178 -0.68243 3.07415 0.0 -0.4 0.1
H -1.25894 -0.03814 3.64036 0.0 0.1 0.1
H -0.88789 -0.30230 2.19272 -0.1 0.2 -0.1
O -0.54230 -2.97532 1.18574 0.1 -0.4 -0.2
H -0.39085 -2.12632 1.60927 -0.2 0.2 0.3
H -1.31437 -2.83497 0.63631 -0.1 0.0 0.1
O -2.99979 0.73155 1.70564 0.0 0.1 -0.2
H -3.19736 1.54664 2.17241 0.0 0.2 0.0
H -3.54671 0.06952 2.13352 -0.1 -0.2 0.1
O 1.46954 -1.73021 -1.29737 0.0 -0.2 -0.2
H 2.14724 -1.60871 -1.96716 0.2 0.1 -0.1
H 0.66684 -1.91849 -1.79302 -0.3 -0.2 -0.1
O 2.40463 -3.02419 1.27434 0.5 -0.2 0.1
H 1.56895 -2.80008 1.68802 0.0 -0.1 0.0
H 2.28095 -2.80534 0.34842 -0.4 -0.1 -0.1
O 0.33672 1.12677 -2.85953 -0.4 0.0 -0.2
H -0.29210 0.40907 -2.72523 0.0 -0.3 0.1
H 0.74510 0.93246 -3.70570 0.1 0.2 -0.2
O 4.05228 -1.01605 -0.17436 0.4 0.0 -0.5
H 3.13505 -0.95974 -0.44765 0.0 0.4 0.4
H 4.14956 -1.91073 0.15791 0.0 -0.1 0.3
O 1.05700 1.63513 2.23103 0.3 0.1 0.1
H 0.54466 2.34898 2.61551 -0.1 0.2 -0.1
H 0.40890 1.09488 1.77173 0.1 -0.1 -0.1
O -1.21565 -1.36896 -2.38087 0.2 0.0 -0.1
H -1.41544 -1.63947 -3.28031 -0.1 -0.1 -0.2
H -1.83408 -1.86210 -1.83697 -0.2 0.0 0.2
```
Positions in Å, forces in eV/Å.

***

No. 2
13 unconnected molecules or ions with the total composition H26O13 at a distorted geometry, computed with ωB97M-V/def2-TZVPD.

The relative energy (zero: lowest compared OMol25 entry of this formula, charge and spin) is 44.0 kcal/mol. Its gap between HOMO and LUMO is 10.5 eV. For the largest force on an atom, the calculation gives 2.21 eV/A.

```
39
Properties=species:S:1:pos:R:3:forces:R:3
O 3.26882 0.18403 -0.39785 0.3 -0.7 -0.2
H 2.89682 1.04503 -0.47985 -0.5 1.2 -0.7
H 3.29582 0.12303 0.54715 0.5 -0.4 1.1
O -1.70418 2.84503 -1.07385 0.6 -0.2 -0.2
H -2.28818 3.36803 -1.62285 -0.3 0.2 0.0
H -2.20018 2.03503 -0.86385 -0.2 0.3 0.0
O 2.14382 1.65603 -3.26485 1.9 1.1 0.4
H 1.27182 1.41903 -2.97485 -0.7 -0.4 0.0
H 2.45182 2.24903 -2.54985 0.0 -0.3 -0.8
O 0.02182 0.37303 0.33215 -0.2 0.4 0.9
H 0.02882 0.47303 -0.62285 0.1 -0.1 -0.5
H 0.42782 -0.46497 0.58215 -0.1 -0.2 -0.4
O 1.42482 -1.81997 -0.57185 0.9 -0.2 1.1
H 2.08782 -1.10397 -0.64785 -0.1 0.1 -0.4
H 0.79982 -1.67497 -1.25285 -1.0 0.1 -1.1
O 0.69582 -0.70397 3.08415 1.0 -0.7 -0.3
H 1.57482 -0.32497 2.91015 -0.5 0.4 0.2
H 0.89682 -1.65397 3.03815 -0.1 0.2 0.3
O 3.49982 -2.78297 0.92515 0.4 0.1 0.5
H 2.67482 -2.31797 0.76115 -0.1 -0.4 -0.3
H 4.07282 -2.57097 0.18115 -0.1 0.0 0.0
O -2.38518 0.75203 1.61115 0.2 0.9 0.6
H -1.64718 0.56103 1.01315 -0.2 -0.2 -0.1
H -3.18318 0.27903 1.40515 -0.1 -0.4 -0.3
O -2.14618 -1.80697 -0.67485 0.5 0.3 -0.7
H -3.04518 -2.00997 -0.88485 -0.9 -0.7 -0.4
H -2.18718 -1.64997 0.26515 0.5 0.0 1.4
O -3.25518 0.60403 -1.39485 0.1 -0.2 1.1
H -3.32018 0.35703 -2.29485 -0.4 0.0 -1.7
H -2.83818 -0.20497 -1.04485 0.3 0.2 0.4
O 0.82682 2.17703 2.29615 0.5 0.1 0.3
H 0.15382 2.02403 2.98115 0.2 -0.2 -0.8
H 0.73682 1.52803 1.57315 -0.8 0.3 0.5
O -0.07618 0.89703 -2.38385 -1.4 -0.2 0.0
H -0.65318 1.68003 -2.40285 0.1 0.7 0.8
H -0.66418 0.28303 -2.82385 0.1 -0.8 -0.3
O -1.61118 -1.89797 2.19515 0.8 -0.2 -0.1
H -0.96718 -1.24397 2.57215 -0.9 -0.5 -0.5
H -1.08018 -2.67997 1.95415 -0.3 0.4 0.3
```
Positions in Å, forces in eV/Å.

***

No. 3
13 unconnected molecules or ions with the total composition H26O13 at a distorted geometry, computed with ωB97M-V/def2-TZVPD.

The multiplicity is 2. The relative energy (zero: lowest compared OMol25 entry of this formula, charge and spin) is 22.3 kcal/mol. Its gap between HOMO and LUMO (alpha / beta) is 10.8 / 2.9 eV. The net charge is +1. For the largest force on an atom, the calculation gives 1.91 eV/A.

```
39
Properties=species:S:1:pos:R:3:forces:R:3
O -0.48146 -2.00346 1.69592 -0.1 0.1 0.3
H 0.39519 -2.38704 1.67208 0.6 -0.3 -0.1
H -0.84432 -2.28605 2.53539 -0.1 -0.3 0.3
O -0.19807 1.20040 -3.39684 0.3 -0.4 -1.5
H -0.67245 1.80694 -2.82823 -0.5 0.3 0.9
H 0.43614 0.77600 -2.81900 0.3 -0.7 0.5
O -2.57887 1.86163 0.54399 0.0 1.0 -0.5
H -3.46176 1.88244 0.17479 -0.3 0.0 -0.1
H -2.62065 1.19379 1.22845 0.1 -0.9 0.6
O -0.91417 2.62054 -1.22610 1.3 0.6 -1.2
H -1.41929 3.29001 -1.68751 -0.1 0.6 0.0
H -1.49835 2.31493 -0.53215 -1.2 -0.7 1.3
O 1.17748 -4.22619 0.07986 -0.4 -0.4 -0.4
H 1.65825 -3.40224 0.15865 0.3 0.2 0.0
H 0.86197 -4.40559 0.96558 0.0 -0.3 0.2
O 0.69277 2.93313 1.30617 -0.1 0.0 -0.2
H 0.26271 3.22592 0.50270 -0.3 0.2 -0.3
H 0.71853 3.71193 1.86209 0.1 0.1 0.4
O 1.77954 1.66811 -1.39956 0.5 -0.7 -0.3
H 0.94094 2.02323 -1.10483 -0.5 0.5 0.2
H 1.98006 2.15710 -2.19762 0.2 0.5 -0.3
O -2.70366 -0.41388 1.85525 -0.3 0.2 0.2
H -3.00770 -0.67159 2.72552 -0.3 0.0 0.3
H -1.89779 -0.91368 1.72483 0.3 -0.1 -0.4
O 2.40589 -2.07335 1.05787 0.0 0.0 -0.1
H 3.35662 -2.13704 1.14883 0.4 -0.2 0.0
H 2.19094 -1.20154 1.38949 -0.1 1.1 0.3
O 1.47121 0.48691 1.99983 0.3 -1.2 0.0
H 1.20415 1.33363 1.64208 0.0 0.9 -0.1
H 0.67245 0.12632 2.38478 -0.3 -0.1 0.3
O -2.46212 -2.18749 -1.65377 -0.1 -0.4 0.0
H -2.88702 -1.90342 -2.46309 -0.3 0.0 -0.4
H -2.03719 -1.39898 -1.31626 0.5 0.5 0.3
O 2.82886 -0.88537 -1.95082 0.2 -0.6 -0.6
H 3.14708 0.01613 -1.99840 0.3 0.6 0.1
H 2.09658 -0.84922 -1.33544 -0.7 -0.1 0.7
O -0.30358 -0.51748 -0.61326 0.1 0.2 -0.8
H -0.12755 -1.11865 0.11051 -0.1 -0.3 0.3
H -0.16155 0.35326 -0.24196 0.0 0.2 0.3
```
Positions in Å, forces in eV/Å.

***

No. 4
A molecular structure, H26O13Xe at a distorted geometry, computed with ωB97M-V/def2-TZVPD.

The relative energy (zero: lowest compared OMol25 entry of this formula, charge and spin) is 18.7 kcal/mol. Its gap between HOMO and LUMO is 9.8 eV. For the largest force on an atom, the calculation gives 1.26 eV/A.

```
40
Properties=species:S:1:pos:R:3:forces:R:3
Xe -14.65212 -6.19912 2.47824 -0.1 0.2 0.0
O -11.71616 -7.12092 0.61666 -0.1 0.1 0.1
H -11.20449 -6.56316 0.03070 0.0 0.1 -0.3
H -11.07738 -7.46002 1.24371 0.1 -0.3 0.2
O -17.77202 -3.23911 3.19200 0.1 0.3 0.7
H -18.20095 -2.42044 2.94293 -0.1 0.2 0.0
H -17.59104 -3.67778 2.36070 0.0 -0.5 -0.6
O -15.97254 -8.74980 5.13234 -0.2 0.2 0.7
H -16.88534 -8.51771 4.96154 -0.2 -0.1 0.0
H -15.63847 -9.04818 4.28641 0.4 -0.2 -0.7
O -15.79658 -4.73876 -1.31335 -0.4 0.2 -0.1
H -15.82381 -5.68996 -1.20978 -0.1 -0.5 0.0
H -14.89218 -4.50091 -1.10913 0.7 0.4 0.0
O -11.43329 -3.86597 1.81648 0.1 0.1 -0.6
H -10.83836 -4.61372 1.76015 0.1 -0.2 0.0
H -11.83542 -3.94387 2.68161 -0.4 0.1 0.5
O -13.35426 -6.12048 5.66443 -0.1 -0.4 0.4
H -13.09186 -5.33082 5.19134 -0.1 0.5 -0.2
H -12.77947 -6.80615 5.32429 0.0 -0.3 0.0
O -16.25338 -7.46885 -0.81415 0.2 -0.1 0.0
H -16.48207 -7.81388 -1.67722 0.0 -0.1 -0.4
H -17.03928 -7.60558 -0.28509 -0.3 0.1 0.3
O -17.72271 -4.30154 0.51477 -0.8 0.0 1.0
H -16.86141 -4.58729 0.21025 0.6 0.0 -0.7
H -17.77895 -3.38375 0.24883 0.0 0.1 -0.3
O -16.52471 -6.01019 6.10143 -0.4 0.5 0.2
H -17.09871 -6.62099 5.63919 0.0 0.0 0.0
H -15.63959 -6.31642 5.90395 0.5 -0.3 0.0
O -14.03670 -8.84882 0.26434 0.0 -0.6 0.2
H -13.35239 -8.20084 0.43191 0.5 0.3 0.0
H -14.75481 -8.34569 -0.11959 -0.5 0.3 -0.3
O -12.96316 -3.60303 4.53266 0.4 -0.1 -0.3
H -12.46947 -3.14796 5.21487 0.2 0.2 0.3
H -13.77106 -3.09749 4.44336 -0.5 0.0 -0.1
O -13.26956 -3.82997 -0.79276 0.0 0.0 -0.2
H -12.61027 -3.68409 -1.47121 0.1 0.1 -0.3
H -12.76613 -3.91355 0.01706 0.2 0.0 0.7
O -14.96969 -9.71175 2.72675 -0.3 -0.3 0.8
H -14.77379 -9.30623 1.88212 0.5 0.3 -0.8
H -15.52863 -10.45817 2.51072 -0.1 -0.3 0.0
```
Positions in Å, forces in eV/Å.